Model a:
ORCA calculation (ωB97M-V/def2-TZVPD) on a structure of composition C4H4O2.

Last column: Mulliken charge in e.
Geometry (Å):
O1 -0.346 1.655 -0.168  -0.52
C1 -0.013 0.500 0.540  0.17
C2 -1.110 -0.562 0.432  -0.56
O2 -2.003 -0.279 -0.472  -0.36
C3 1.207 -0.171 0.040  -0.72
C4 2.168 -0.746 -0.403  0.31
H1 -0.981 1.386 -0.854  0.31
H2 0.117 0.758 1.599  0.25
H3 -2.071 -1.302 0.081  0.70
H4 3.031 -1.239 -0.794  0.41

total charge = 0
gap between HOMO and LUMO = 9.860 eV
LUMO energy = 0.353 eV
highest occupied orbital energy = -9.51 eV


Model b:
ORCA calculation (ωB97M-V/def2-TZVPD) on a structure of composition C4H4O2.

Last column: Mulliken charge in e.
Geometry (Å):
C1 1.653 -0.102 0.187  0.58
C2 -1.247 -0.702 -0.699  -0.69
C3 -0.858 0.223 0.219  -0.16
C4 0.412 0.597 0.765  -0.03
O1 2.361 -1.007 0.430  -0.55
O2 1.560 0.718 -0.748  -0.40
H1 -2.303 -0.728 -1.000  0.27
H2 -0.616 -1.075 -1.434  0.34
H3 -1.549 0.427 0.944  0.35
H4 0.586 1.650 1.336  0.28

total charge = 0
gap between HOMO and LUMO = 8.582 eV
LUMO energy = -1.334 eV
highest occupied orbital energy = -9.92 eV


Model c:
ORCA calculation (ωB97M-V/def2-TZVPD) on an isolated molecule of C4H4O2.

Last column: Mulliken charge in e.
Geometry (Å):
O1 -0.043 0.122 2.074  -0.45
C1 -0.843 -0.011 0.995  -0.20
C2 0.617 0.514 -0.990  0.07
O2 1.746 0.631 -0.573  -0.50
C3 -0.645 -0.838 -0.040  -0.03
C4 -0.041 -0.844 -1.200  -0.31
H1 0.890 0.086 1.799  0.37
H2 -1.769 0.549 1.065  0.33
H3 -0.040 1.391 -1.161  0.35
H4 0.127 -1.600 -1.970  0.37

total charge = 0
gap between HOMO and LUMO = 10.136 eV
SMILES = O=CC=C=CO
LUMO energy = 0.813 eV
highest occupied orbital energy = -9.32 eV


Model d:
ORCA calculation (ωB97M-V/def2-TZVPD) on a cluster of 2 separate species, C4H4O2 in total.

Last column: Mulliken charge in e.
Geometry (Å):
O1 -2.474 1.088 -0.460  -0.42
C1 -2.352 -0.112 -0.462  -0.09
O2 -0.197 -0.555 1.114  -0.44
C2 0.509 0.283 0.595  -0.24
C3 1.899 0.030 0.259  -0.30
C4 3.036 -0.196 -0.070  0.28
H1 -2.870 -0.767 0.261  0.23
H2 -1.710 -0.636 -1.198  0.27
H3 0.114 1.276 0.316  0.32
H4 4.044 -0.410 -0.354  0.38

total charge = 0
gap between HOMO and LUMO = 9.782 eV
SMILES = C#CC=O.C=O
LUMO energy = -0.278 eV
highest occupied orbital energy = -10.06 eV


Short version: model a is the least stable of them.


Model a:
ORCA calculation (ωB97M-V/def2-TZVPD) on an isolated molecule of C4H4O2.

Last column: Mulliken charge in e.
Geometry (Å):
C1 0.899 0.862 -0.058  -0.26
C2 1.342 -0.252 -0.125  0.00
C3 -1.022 -1.003 0.017  -0.06
C4 -1.320 0.275 -0.058  -0.39
H1 1.488 1.761 0.286  0.24
H2 2.355 -0.561 -0.125  0.38
H3 -1.618 -1.913 -0.145  0.35
H4 -2.283 0.428 -0.149  0.45
O1 -0.420 1.423 0.066  -0.32
O2 0.503 -1.299 0.119  -0.39

total charge = 0
gap between HOMO and LUMO = 9.284 eV
SMILES = C1=COC=CO1
LUMO energy = 0.918 eV
highest occupied orbital energy = -8.37 eV


Model b:
ORCA calculation (ωB97M-V/def2-TZVPD) on a structure of composition C4H4O2.

Last column: Mulliken charge in e.
Geometry (Å):
O1 2.147 -1.051 -0.525  -0.52
C1 1.287 -0.452 0.046  0.53
O2 1.203 0.936 0.312  -0.35
C2 -0.206 0.800 0.607  -0.09
C3 -0.842 0.146 -0.686  -0.53
C4 -0.153 -0.648 0.407  -0.35
H1 -0.603 1.431 1.400  0.37
H2 -1.828 -0.272 -0.966  0.29
H3 -0.291 0.484 -1.565  0.24
H4 -0.715 -1.375 0.970  0.41

total charge = 0
gap between HOMO and LUMO = 11.212 eV
LUMO energy = 0.946 eV
highest occupied orbital energy = -10.27 eV


Short version: model a is the least stable of them.